Entry 1:
{
  "formula": "C31H49F3NO10S2",
  "method": "ωB97M-V/def2-TZVPD",
  "homo_energy_ev": -6.162,
  "total_charge": -1,
  "energy_ha": -3113.7966,
  "species": ["C", "C", "C", "O", "O", "C", "C", "C", "C", "C", "C", "C", "C", "C", "C", "O", "C", "C", "C", "C", "C", "C", "C", "C", "C", "O", "S", "O", "O", "C", "C", "C", "C", "N", "C", "O", "C", "C", "C", "H", "H", "H", "H", "H", "H", "H", "H", "H", "H", "H", "H", "H", "H", "H", "H", "H", "H", "H", "H", "H", "H", "H", "H", "H", "H", "H", "H", "H", "H", "H", "H", "H", "H", "H", "H", "H", "H", "H", "H", "H", "H", "H", "H", "H", "H", "H", "H", "H", "C", "F", "F", "F", "S", "O", "O", "O"],
  "xyz": [[-7.57917, 1.36352, -1.31249], [-6.34435, 1.69782, -1.64566], [-5.98544, 3.10030, -1.92701], [-6.35256, 4.00623, -1.24626], [-5.24113, 3.25561, -3.03163], [-4.05060, 4.04692, -2.86740], [-2.85029, 3.13011, -2.63158], [-1.78055, 3.13218, -3.74315], [-1.20400, 1.73657, -4.01949], [0.00022, 1.39020, -3.11656], [-0.47964, 1.08684, -1.67753], [0.07805, -0.19674, -1.01073], [1.60621, -0.32078, -1.17581], [2.63979, 0.68987, -0.64598], [2.58466, 2.12298, -1.17281], [2.83103, 0.64284, 0.76425], [4.14718, 0.89462, 1.19651], [4.15573, 1.88064, 2.34240], [4.97844, 1.67557, 3.45340], [4.97102, 2.58763, 4.51708], [4.15822, 3.72475, 4.48477], [3.33077, 3.93162, 3.37870], [3.32201, 3.00721, 2.32555], [-0.61467, -1.33230, -1.87601], [0.27636, -2.39585, -2.48838], [-1.60327, -2.10997, -1.14599], [-2.81190, -1.28856, -0.59413], [-3.43843, -0.53078, -1.65099], [-3.67360, -2.18540, 0.10330], [-1.98579, -0.15751, 0.52291], [-2.60787, -0.33694, 1.91316], [-0.42393, -0.24771, 0.47858], [0.02380, 1.04157, 1.27904], [0.58674, 0.86073, 2.59307], [-0.02314, -1.52071, 1.21056], [1.37866, -1.69813, 1.31324], [1.68610, -2.79650, 2.14501], [3.07459, -3.31190, 1.86909], [3.36795, -4.51631, 2.75258], [-8.34095, 2.09751, -1.09601], [-7.87876, 0.32935, -1.25767], [-5.58493, 0.92792, -1.69523], [-4.16775, 4.72316, -2.02559], [-3.93222, 4.65940, -3.75559], [-3.22185, 2.11359, -2.52495], [-2.38802, 3.40016, -1.68381], [-0.96533, 3.78403, -3.42439], [-2.17117, 3.58254, -4.65324], [-0.89407, 1.70205, -5.06265], [-1.99650, 1.00764, -3.85191], [0.62281, 2.27686, -3.11502], [0.50039, 0.55427, -3.59853], [-1.55484, 0.99131, -1.74422], [-0.29203, 1.97618, -1.07895], [1.94308, -1.27941, -0.80201], [1.85074, -0.34055, -2.23420], [3.57573, 0.30726, -1.07135], [1.74494, 2.71084, -0.81698], [2.65315, 2.09525, -2.25575], [3.48465, 2.63466, -0.83142], [4.76599, 1.31175, 0.39800], [4.58955, -0.04291, 1.53512], [5.62637, 0.81223, 3.49891], [5.59169, 2.42666, 5.38742], [4.13459, 4.43560, 5.29646], [2.68431, 4.79273, 3.31183], [2.64437, 3.18323, 1.50424], [-1.16326, -0.89000, -2.70266], [-0.35546, -3.12973, -2.97885], [0.91499, -1.96733, -3.25625], [0.90432, -2.90692, -1.76624], [-2.28374, 0.82785, 0.18273], [-2.14197, 0.29243, 2.66136], [-3.65996, -0.06989, 1.84940], [-2.59755, -1.38399, 2.19345], [-0.83272, 1.70118, 1.41095], [0.72783, 1.62331, 0.70088], [1.51296, 0.46632, 2.57032], [-0.02187, 0.39893, 3.24567], [-0.43346, -2.41038, 0.73635], [-0.42874, -1.53560, 2.22487], [1.60471, -2.52013, 3.20674], [0.99644, -3.62533, 1.97488], [3.81552, -2.52221, 2.01421], [3.14622, -3.61421, 0.82659], [4.21306, -5.08660, 2.37861], [3.58937, -4.23195, 3.78203], [2.50182, -5.17295, 2.77136], [-1.09692, -5.47275, 0.35550], [-2.22358, -6.19705, 0.34510], [-1.01450, -4.82926, -0.82112], [-1.24498, -4.53016, 1.31211], [0.40768, -6.49137, 0.65341], [0.39611, -7.40893, -0.46146], [0.14784, -7.06791, 1.95324], [1.44870, -5.47894, 0.62072]]
}

=====

Entry 2:
{
  "formula": "C8H14",
  "method": "ωB97M-V/def2-TZVPD",
  "homo_energy_ev": -9.055,
  "total_charge": 0,
  "smiles": "C=CCC(=C)CCC",
  "relative_energy_kcal_mol": 58.5,
  "energy_ha": -313.1241,
  "species": ["C", "C", "C", "C", "C", "C", "C", "C", "H", "H", "H", "H", "H", "H", "H", "H", "H", "H", "H", "H", "H", "H"],
  "xyz": [[1.09590, -1.86781, 1.15629], [-0.30448, -2.12532, 0.56309], [-0.91669, -0.84402, -0.09728], [-0.57187, 0.45020, 0.59833], [-1.26210, 0.80011, 1.68321], [0.33096, 1.41334, -0.12457], [0.87465, 1.01359, -1.46197], [0.55268, 1.69525, -2.55609], [1.41176, -0.82495, 1.04635], [1.07026, -2.19317, 2.24501], [1.88496, -2.54263, 0.82924], [-0.30928, -3.02805, -0.05194], [-0.92253, -2.35498, 1.42272], [-0.63382, -0.95219, -1.17874], [-1.98692, -0.93999, -0.31533], [-1.74818, 0.02034, 2.21095], [-1.32238, 1.77463, 2.16524], [1.22964, 1.34244, 0.53429], [-0.00701, 2.46897, -0.03892], [1.74322, 0.36829, -1.42407], [0.94231, 1.37459, -3.52187], [0.06584, 2.65720, -2.62392]]
}

=====

Entry 3:
{
  "formula": "C23H30Cl4N4O8",
  "method": "ωB97M-V/def2-TZVPD",
  "homo_energy_ev": -9.308,
  "total_charge": 0,
  "smiles": "C[N+](=O)[O-].C[N+](=O)[O-].C[N+](=O)[O-].C[N+](=O)[O-].ClC(Cl)(Cl)Cl.c1ccccc1.c1ccccc1.c1ccccc1",
  "relative_energy_kcal_mol": 0.0,
  "energy_ha": -3555.7120,
  "species": ["C", "Cl", "Cl", "Cl", "Cl", "C", "N", "O", "O", "H", "H", "H", "C", "N", "O", "O", "H", "H", "H", "C", "N", "O", "O", "H", "H", "H", "C", "N", "O", "O", "H", "H", "H", "C", "C", "C", "C", "C", "C", "H", "H", "H", "H", "H", "H", "C", "C", "C", "C", "C", "C", "H", "H", "H", "H", "H", "H", "C", "C", "C", "C", "C", "C", "H", "H", "H", "H", "H", "H"],
  "xyz": [[-28.40509, 4.78881, -19.20527], [-29.45356, 6.13163, -18.66416], [-29.22743, 3.80447, -20.40260], [-26.92560, 5.48104, -19.87243], [-28.00752, 3.82404, -17.76962], [-27.70811, -2.79571, -12.70415], [-28.29723, -3.51627, -13.88101], [-27.67327, -3.46471, -14.91620], [-29.34996, -4.09000, -13.70310], [-28.44255, -2.21453, -12.16061], [-26.92613, -2.17456, -13.13255], [-27.25061, -3.56276, -12.08463], [-22.76884, -2.25080, -12.74986], [-23.65527, -3.43236, -12.58201], [-24.68170, -3.27527, -11.95731], [-23.25454, -4.49200, -13.01775], [-23.14592, -1.44887, -12.12250], [-22.74492, -1.88625, -13.77577], [-21.74408, -2.53412, -12.53153], [-20.49382, 2.45710, -12.67120], [-21.29098, 1.23823, -13.02623], [-20.70420, 0.23443, -13.35030], [-22.49575, 1.32989, -12.93702], [-21.15498, 3.27530, -12.93574], [-19.59881, 2.41021, -13.28191], [-20.25864, 2.44548, -11.61293], [-29.58752, 1.77983, -13.00478], [-29.97255, 0.57955, -12.21252], [-31.13152, 0.24282, -12.23891], [-29.10751, -0.02008, -11.60910], [-28.91595, 2.35969, -12.37718], [-30.45751, 2.32826, -13.33498], [-29.01633, 1.37530, -13.84072], [-25.85568, 6.35624, -14.03294], [-25.03270, 5.25615, -13.93219], [-24.44917, 4.72502, -15.08602], [-24.73361, 5.30788, -16.31396], [-25.56559, 6.41496, -16.39224], [-26.10413, 6.98379, -15.25188], [-26.35981, 6.67475, -13.12594], [-24.89336, 4.80500, -12.95776], [-23.78355, 3.87258, -15.03792], [-24.27807, 4.89402, -17.20475], [-25.85412, 6.80717, -17.36067], [-26.80421, 7.80541, -15.30895], [-25.29628, 1.37166, -15.00568], [-24.73006, 0.11861, -15.04130], [-25.32807, -0.94843, -15.70360], [-26.58524, -0.77405, -16.26536], [-27.18182, 0.49029, -16.18312], [-26.52816, 1.57763, -15.61840], [-24.84599, 2.22812, -14.51679], [-23.80713, -0.03474, -14.49500], [-24.79547, -1.88285, -15.82562], [-27.17253, -1.62014, -16.59231], [-28.21288, 0.65399, -16.48259], [-27.00277, 2.54989, -15.58090], [-24.90654, 1.54179, -11.11329], [-25.96126, 0.65149, -11.30663], [-26.07409, -0.42939, -10.43183], [-25.29355, -0.56802, -9.29869], [-24.21824, 0.31410, -9.15497], [-24.03986, 1.37367, -10.03427], [-24.76608, 2.41575, -11.73725], [-26.66841, 0.81593, -12.10474], [-26.94196, -1.05670, -10.60247], [-25.52355, -1.32661, -8.56631], [-23.53555, 0.23424, -8.31681], [-23.20477, 2.05477, -9.93596]]
}